Record 1
Entry from the OMol25 dataset: a molecular structure, C41H31BrN6O3STi (the ωB97M-V functional and the def2-TZVPD basis).

Calculated values
- ΔE to the lowest compared entry with this formula, charge and spin: 0.00 kJ/mol
- <S²>: 2.06
- Orbital gap (alpha / beta): 5.083 / 7.131 eV
- Energy: -162101.64275 eV
- Multiplicity: 3

```
84
C41H31BrN6O3STi | the OMol25 dataset | the ωB97M-V functional and the def2-TZVPD basis
Ti -0.662 -0.218 -0.192
Br 5.995 -2.052 -3.120
C 4.355 -1.283 -2.539
C 4.203 0.098 -2.568
C 3.012 0.643 -2.112
C 1.978 -0.158 -1.629
O 0.901 0.425 -1.111
C 2.106 -1.578 -1.671
C 1.063 -2.487 -1.361
N -0.206 -2.141 -1.072
C -1.207 -3.066 -1.129
C -1.089 -4.438 -1.380
C -2.218 -5.252 -1.511
C -3.496 -4.759 -1.409
C -3.673 -3.387 -1.125
C -4.939 -2.780 -0.984
C -5.039 -1.443 -0.695
C -3.862 -0.702 -0.531
N -2.668 -1.247 -0.646
C -2.538 -2.562 -0.944
C 3.341 -2.105 -2.112
H 5.001 0.731 -2.929
H 2.867 1.716 -2.096
H 1.312 -3.538 -1.469
H -0.117 -4.891 -1.510
H -2.065 -6.305 -1.715
H -4.362 -5.395 -1.532
H -5.827 -3.387 -1.111
H -5.997 -0.954 -0.588
H -3.893 0.356 -0.292
H 3.478 -3.179 -2.133
N -1.587 -1.440 1.799
C -0.637 -2.385 2.248
C -0.921 -3.597 2.818
C 0.124 -4.429 3.270
C 1.429 -4.031 3.191
C 1.753 -2.790 2.595
C 3.065 -2.280 2.481
C 3.260 -1.067 1.885
C 2.160 -0.394 1.320
N 0.929 -0.852 1.379
C 0.714 -1.999 2.075
H -2.530 -1.805 1.821
H -1.519 -0.575 2.349
H -1.951 -3.908 2.945
H -0.126 -5.383 3.715
H 2.227 -4.654 3.576
H 3.894 -2.858 2.870
H 4.242 -0.629 1.782
H 2.317 0.527 0.777
C 4.369 4.873 2.290
C 3.014 4.227 2.216
C 2.557 3.651 1.037
C 1.313 3.036 0.973
C 0.515 2.997 2.103
C 0.948 3.576 3.289
C 2.189 4.181 3.341
S -1.076 2.198 2.108
O -2.031 3.155 2.599
O -0.914 0.995 2.902
N -1.348 1.746 0.587
C -1.710 2.719 -0.354
C -1.933 4.064 -0.136
C -2.295 4.925 -1.192
C -2.444 4.480 -2.473
C -2.212 3.115 -2.750
C -2.317 2.561 -4.043
C -2.058 1.233 -4.245
C -1.685 0.448 -3.144
N -1.585 0.937 -1.932
C -1.841 2.246 -1.699
H 4.751 5.104 1.296
H 5.087 4.209 2.777
H 4.334 5.797 2.867
H 3.178 3.680 0.150
H 0.984 2.575 0.050
H 0.311 3.551 4.164
H 2.525 4.630 4.268
H -1.853 4.481 0.854
H -2.460 5.968 -0.957
H -2.728 5.147 -3.277
H -2.600 3.206 -4.865
H -2.125 0.783 -5.225
H -1.456 -0.607 -3.259
```

These are the Löwdin partial charges, in e, on atoms 1 to 8: Ti 1.07; Br 0.70; C -0.71; C -0.14; C -0.02; C -0.34; O -0.23; C -0.16


Record 2
Entry from the OMol25 dataset: 2 unconnected molecules or ions with the total composition C2H4NO3 (the ωB97M-V functional and the def2-TZVPD basis).

Calculated values
- ΔE to the lowest compared entry with this formula, charge and spin: 17.50 kJ/mol
- Orbital gap: 8.888 eV
- Energy: -9773.62779 eV
- Net charge: -1

```
10
C2H4NO3 | the OMol25 dataset | the ωB97M-V functional and the def2-TZVPD basis
C 1.777 0.229 0.398
N 0.890 -0.769 0.565
O 2.993 0.143 0.416
H 1.247 1.184 0.241
H -0.083 -0.519 0.379
H 1.246 -1.709 0.494
O -1.424 0.633 -1.701
C -2.011 0.374 -0.642
O -1.638 0.588 0.548
H -2.998 -0.155 -0.696
```

These are the Löwdin partial charges, in e, on atoms 1 to 8: C -0.45; N 0.12; O -0.05; H 0.13; H 0.04; H 0.10; O -0.12; C -0.68


Record 3
Entry from the OMol25 dataset: a molecular structure, C9H14N5 (the ωB97M-V functional and the def2-TZVPD basis).

Calculated values
- ΔE to the lowest compared entry with this formula, charge and spin: 391.43 kJ/mol
- Orbital gap: 8.501 eV
- Energy: -17001.02625 eV
- Net charge: +1

```
28
C9H14N5 | the OMol25 dataset | the ωB97M-V functional and the def2-TZVPD basis
C 1.810 1.091 -0.729
C 1.833 -0.836 0.379
C 0.929 0.141 -0.233
C -0.488 0.051 -0.317
C -1.369 -1.632 -0.484
C -3.294 -0.477 0.476
C -2.793 0.709 -0.385
C 4.397 -0.858 0.588
C -0.879 2.250 0.324
N 3.068 0.761 -0.480
N -2.478 -1.709 0.055
N 3.011 -0.424 0.194
N -1.361 0.945 -0.088
N -0.745 -2.585 -1.153
H 1.738 1.954 -1.252
H 1.631 -1.721 0.975
H -3.186 -0.364 1.495
H -4.270 -0.685 0.177
H -3.073 0.358 -1.419
H -3.304 1.607 0.050
H 4.822 -0.060 1.309
H 4.563 -1.849 0.880
H 5.025 -0.632 -0.392
H -1.541 2.948 0.707
H -0.482 2.665 -0.572
H -0.076 2.213 0.991
H 0.202 -2.494 -1.464
H -1.303 -3.423 -1.441
```

These are the Löwdin partial charges, in e, on atoms 1 to 8: C -0.08; C -0.01; C -0.15; C 0.01; C -0.32; C -0.11; C -0.08; C 0.03


Record 4
Entry from the OMol25 dataset: a molecular structure, C33H50Cl2P2Pt (the ωB97M-V functional and the def2-TZVPD basis).

Calculated values
- <S²>: 6.05
- Orbital gap (alpha / beta): 5.766 / 5.192 eV
- Energy: -81898.73398 eV
- Multiplicity: 5

```
88
C33H50Cl2P2Pt | the OMol25 dataset | the ωB97M-V functional and the def2-TZVPD basis
P 2.063 -0.433 -2.320
C 2.291 1.327 -2.710
C 3.645 1.526 -3.396
C 3.902 3.033 -3.557
C 2.785 3.708 -4.358
C 1.456 3.502 -3.620
C 1.159 1.987 -3.508
C 1.292 -1.568 -3.470
C 2.128 -1.752 -4.738
C 1.452 -2.890 -5.534
C 0.026 -2.513 -5.935
C -0.841 -2.279 -4.674
C -0.203 -1.244 -3.716
C 3.332 -1.164 -1.259
C 3.785 -0.307 -0.068
C 5.079 -0.895 0.522
C 4.894 -2.348 0.991
C 4.215 -3.218 -0.075
C 2.970 -2.557 -0.695
H 2.302 1.867 -1.742
H 3.628 1.035 -4.382
H 4.451 1.063 -2.805
H 4.893 3.216 -3.994
H 3.939 3.491 -2.560
H 3.000 4.776 -4.516
H 2.714 3.240 -5.347
H 1.525 3.919 -2.605
H 0.629 4.045 -4.113
H 0.193 1.832 -3.009
H 1.110 1.565 -4.528
H 1.295 -2.544 -2.956
H 1.397 -3.778 -4.897
H 3.166 -2.012 -4.477
H 2.168 -0.816 -5.321
H 2.066 -3.187 -6.402
H -0.422 -3.286 -6.571
H 0.031 -1.581 -6.523
H -1.861 -1.968 -4.958
H -0.958 -3.238 -4.136
H -0.744 -1.257 -2.763
H -0.322 -0.239 -4.168
H 4.112 -1.234 -2.030
H 3.918 0.752 -0.308
H 2.988 -0.367 0.694
H 5.864 -0.864 -0.249
H 5.417 -0.278 1.366
H 4.278 -2.355 1.913
H 5.858 -2.783 1.257
H 3.924 -4.183 0.365
H 4.932 -3.426 -0.885
H 2.525 -3.221 -1.445
H 2.211 -2.383 0.088
Pt -0.851 0.655 0.844
Cl -0.414 -1.784 0.356
Cl 1.106 2.199 0.685
C -1.484 1.513 -0.834
H -0.933 2.371 -1.205
C -2.709 1.156 -1.431
C -3.254 -0.153 -1.214
C -4.431 -0.538 -1.830
C -5.140 0.357 -2.643
C -4.654 1.672 -2.823
C -3.463 2.067 -2.258
H -2.714 -0.815 -0.535
H -4.812 -1.555 -1.655
H -5.253 2.379 -3.405
H -3.082 3.080 -2.361
H -6.064 0.044 -3.120
C -1.735 2.446 2.863
P -0.887 0.855 3.039
C 0.646 0.607 3.922
C -2.052 -0.310 3.755
C -2.658 0.047 4.968
C -3.638 -0.816 5.471
C -4.009 -1.990 4.790
C -3.307 -2.352 3.634
C -2.316 -1.519 3.115
H -2.190 2.558 1.847
H -1.031 3.272 3.028
H -2.534 2.423 3.607
H 0.474 0.988 4.934
H 0.830 -0.469 3.953
H 1.499 1.107 3.446
H -2.360 0.968 5.453
H -4.119 -0.554 6.409
H -4.830 -2.609 5.153
H -3.522 -3.288 3.124
H -1.759 -1.768 2.216
```

These are the Löwdin partial charges, in e, on atoms 1 to 8: P 1.27; C -0.43; C -0.21; C -0.19; C -0.20; C -0.18; C -0.20; C -0.43


Record 5
Entry from the OMol25 dataset: 2 unconnected molecules or ions with the total composition C4H12N2S (the ωB97M-V functional and the def2-TZVPD basis).

Calculated values
- ΔE to the lowest compared entry with this formula, charge and spin: 80.18 kJ/mol
- Orbital gap: 9.955 eV
- Energy: -18157.18755 eV
- SMILES: [H]/N=C/N.CCCS

```
19
C4H12N2S | the OMol25 dataset | the ωB97M-V functional and the def2-TZVPD basis
H 0.773 0.324 1.335
N 1.723 -0.039 1.367
C 2.351 0.491 0.422
N 3.787 0.427 0.252
H 1.879 1.054 -0.395
H 4.091 1.392 0.148
H 3.885 0.087 -0.706
C -2.241 -2.436 -0.105
C -1.269 -1.285 -0.437
C -1.738 0.004 0.175
S -1.009 1.413 -0.721
H -1.860 -3.411 -0.394
H -3.155 -2.233 -0.669
H -2.473 -2.418 0.961
H -0.288 -1.560 -0.051
H -1.176 -1.206 -1.526
H -1.424 0.052 1.222
H -2.816 0.135 0.135
H -1.546 2.427 -0.020
```

These are the Löwdin partial charges, in e, on atoms 1 to 8: H 0.00; N 0.11; C -0.38; N 0.01; H 0.07; H 0.07; H 0.07; C -0.11


Copy entry 3 word for word.
Entry from the OMol25 dataset: a molecular structure, C9H14N5 (the ωB97M-V functional and the def2-TZVPD basis).

Calculated values
- ΔE to the lowest compared entry with this formula, charge and spin: 391.43 kJ/mol
- Orbital gap: 8.501 eV
- Energy: -17001.02625 eV
- Net charge: +1

```
28
C9H14N5 | the OMol25 dataset | the ωB97M-V functional and the def2-TZVPD basis
C 1.810 1.091 -0.729
C 1.833 -0.836 0.379
C 0.929 0.141 -0.233
C -0.488 0.051 -0.317
C -1.369 -1.632 -0.484
C -3.294 -0.477 0.476
C -2.793 0.709 -0.385
C 4.397 -0.858 0.588
C -0.879 2.250 0.324
N 3.068 0.761 -0.480
N -2.478 -1.709 0.055
N 3.011 -0.424 0.194
N -1.361 0.945 -0.088
N -0.745 -2.585 -1.153
H 1.738 1.954 -1.252
H 1.631 -1.721 0.975
H -3.186 -0.364 1.495
H -4.270 -0.685 0.177
H -3.073 0.358 -1.419
H -3.304 1.607 0.050
H 4.822 -0.060 1.309
H 4.563 -1.849 0.880
H 5.025 -0.632 -0.392
H -1.541 2.948 0.707
H -0.482 2.665 -0.572
H -0.076 2.213 0.991
H 0.202 -2.494 -1.464
H -1.303 -3.423 -1.441
```

These are the Löwdin partial charges, in e, on atoms 1 to 8: C -0.08; C -0.01; C -0.15; C 0.01; C -0.32; C -0.11; C -0.08; C 0.03


Which value of energy does entry 4 give? -81898.73398 eV